A molecular structure, C34H39CoN5O3P2S in a non-equilibrium geometry, computed with ωB97M-V with the def2-TZVPD basis set.

```
85
C34H39CoN5O3P2S (ωB97M-V with the def2-TZVPD basis set)
Co -1.11 1.99 1.02
C 1.11 -2.75 3.30
C 1.73 -2.32 2.18
C 1.06 -1.77 0.92
C -0.50 -1.85 0.85
C -0.93 -3.17 0.24
C -0.58 -4.38 0.69
C -0.09 -4.66 2.09
C -0.21 -3.50 3.15
C -3.28 2.26 1.13
H 1.50 -2.48 4.31
H 2.80 -2.45 2.08
H 1.50 -2.37 0.08
H 1.43 -0.73 0.73
H -0.93 -1.67 1.87
H -0.86 -1.02 0.21
H -1.64 -3.05 -0.58
H -0.58 -5.29 0.01
H 0.93 -5.10 2.09
H -0.72 -5.46 2.51
H -0.91 -2.72 2.78
H -0.57 -3.90 4.11
H -3.91 1.45 1.55
H -3.81 2.57 0.21
H -3.41 3.13 1.81
P -1.39 0.75 -2.53
P 2.27 1.64 -0.94
N -1.62 -0.91 -3.20
N -1.86 1.41 -4.12
N 3.16 0.22 -1.62
N 3.70 2.69 -1.41
C 0.45 0.63 -2.78
C 1.15 1.95 -2.33
C -2.80 -1.60 -2.90
C -2.89 -2.71 -3.73
C -1.73 -2.71 -4.57
C -0.96 -1.61 -4.22
C -2.84 2.40 -4.20
C -2.93 2.83 -5.52
C -1.97 2.09 -6.28
C -1.31 1.23 -5.40
C 3.98 -0.52 -0.76
C 4.58 -1.55 -1.43
C 4.07 -1.52 -2.76
C 3.24 -0.41 -2.88
C 4.90 2.46 -2.11
C 5.31 3.66 -2.67
C 4.39 4.67 -2.25
C 3.44 4.06 -1.46
H 0.76 0.35 -3.81
H 0.66 -0.22 -2.10
H 1.64 2.44 -3.20
H 0.40 2.66 -1.91
H -3.43 -1.24 -2.10
H -3.70 -3.44 -3.73
H -1.49 -3.42 -5.35
H 0.04 -1.29 -4.56
H -3.33 2.73 -3.30
H -3.59 3.61 -5.88
H -1.75 2.20 -7.33
H -0.47 0.57 -5.55
H 3.98 -0.27 0.28
H 5.30 -2.21 -0.98
H 4.28 -2.20 -3.56
H 2.63 -0.11 -3.72
H 5.34 1.47 -2.14
H 6.14 3.79 -3.34
H 4.41 5.71 -2.53
H 2.57 4.43 -0.94
O -1.05 -2.14 5.51
S -2.04 -1.15 5.16
O -3.45 -1.44 5.12
N -1.51 -0.35 3.81
C -1.54 0.99 3.99
O -1.32 1.82 3.06
C -1.77 1.37 5.42
C -1.87 2.62 6.06
C -1.96 2.68 7.45
C -2.05 1.51 8.22
C -2.17 0.27 7.59
C -1.93 0.25 6.22
H -1.80 3.50 5.43
H -1.95 3.66 7.95
H -1.97 1.56 9.29
H -2.40 -0.64 8.15
```

Output
- strongest force on any atom (eV/Å) = 4.86
- expectation value of S² = 3.76
- energy (eV) = -116514.591
- relative energy (zero: lowest compared OMol25 entry of this formula, charge and spin) (kcal per mole) = 105.7
- spin multiplicity = 4
- HOMO-LUMO gap (alpha / beta) (Eh) = 0.203 / 0.190
- net charge = 0
- HOMO energy (alpha / beta) (eV) = -7.680 / -7.679

Here are the Mulliken charges for atoms 1 to 8, given in e:
1. Co 0.731
2. C -0.666
3. C -0.876
4. C 1.080
5. C 0.361
6. C -0.233
7. C -0.547
8. C -0.843